*a*
The following is a DFT calculation (wB97M-V/def2-TZVPD) of C38H42CsF4N9O2P2S3 as an isolated structure.

```
101
Properties=species:S:1:pos:R:3
Cs 0.35 0.16 -0.73
C 3.76 2.85 2.25
N 2.55 2.18 1.85
C 1.43 2.70 2.61
C 2.64 0.74 2.02
C 3.58 0.06 1.01
N 2.82 -0.72 0.08
C 3.30 -1.76 -0.52
C 2.54 -2.31 -1.61
F 1.42 -1.63 -2.01
C 2.87 -3.44 -2.30
F 2.08 -3.87 -3.32
C 4.02 -4.18 -2.00
C 4.81 -3.67 -0.99
F 5.95 -4.35 -0.67
C 4.50 -2.53 -0.29
F 5.40 -2.16 0.69
H 4.60 2.52 1.63
H 4.02 2.66 3.30
H 3.64 3.93 2.10
H 1.52 2.46 3.69
H 0.50 2.28 2.23
H 1.39 3.79 2.51
H 1.64 0.33 1.87
H 2.96 0.51 3.06
H 4.33 -0.52 1.57
H 4.11 0.83 0.45
H 4.28 -5.07 -2.54
C 1.35 -1.50 4.89
P 0.71 -2.12 3.26
C 1.36 -3.85 3.39
C -1.03 -2.51 3.77
C -1.79 -1.22 4.05
P -1.80 -0.15 2.53
C -3.31 -0.86 1.75
C -2.59 1.33 3.30
H 0.98 -2.09 5.73
H 1.07 -0.46 5.01
H 2.44 -1.55 4.87
H 1.14 -4.31 4.35
H 2.44 -3.83 3.24
H 0.91 -4.44 2.60
H -1.05 -3.17 4.65
H -1.48 -3.03 2.93
H -1.32 -0.66 4.86
H -2.82 -1.44 4.36
H -4.12 -0.95 2.47
H -3.07 -1.84 1.34
H -3.61 -0.21 0.93
H -3.46 1.05 3.91
H -2.90 2.00 2.50
H -1.86 1.85 3.92
O -4.27 -6.51 -0.88
N -4.75 -5.54 -1.49
O -5.85 -5.63 -2.06
C -4.08 -4.31 -1.52
C -4.73 -3.27 -2.18
C -4.22 -1.97 -2.20
C -4.89 -0.89 -2.82
C -4.36 0.37 -2.73
C -3.17 0.55 -2.01
N -2.51 -0.43 -1.45
C -3.00 -1.67 -1.55
C -2.26 -2.75 -0.94
N -1.07 -2.45 -0.41
C -0.34 -3.40 0.12
C -0.77 -4.72 0.19
C -2.01 -5.05 -0.31
C -2.80 -4.07 -0.92
H -5.68 -3.48 -2.66
H -5.82 -1.08 -3.34
H -4.85 1.21 -3.19
H -2.76 1.54 -1.88
H 0.63 -3.09 0.50
H -0.14 -5.48 0.64
H -2.37 -6.06 -0.26
S -0.30 1.77 -3.62
C 1.07 2.57 -4.25
C 1.00 2.83 -5.62
N 0.86 3.04 -6.75
C 2.18 3.01 -3.52
S 2.38 2.86 -1.84
C 3.19 3.72 -4.16
N 4.05 4.35 -4.61
C 2.09 5.90 -0.92
C 0.81 5.25 -1.34
C 0.25 5.40 -2.59
C -1.04 4.87 -2.81
N -1.75 4.33 -1.85
C -1.22 4.20 -0.63
S -2.09 3.63 0.65
N 0.07 4.64 -0.39
C -1.66 4.89 -4.17
H 2.53 6.43 -1.76
H 2.79 5.15 -0.56
H 1.88 6.61 -0.11
H 0.79 5.88 -3.38
H 0.48 4.41 0.50
H -1.08 5.48 -4.87
H -2.68 5.26 -4.10
H -1.70 3.86 -4.52
```

The HOMO energy is -0.9 eV. Its total charge is -2. The calculation puts the HOMO-LUMO gap at 2.756 eV.

These are the Löwdin partial charges, in e, on atoms 1 to 4: atom 1 (Cs): 0.967, atom 2 (C): -0.109, atom 3 (N): -0.261, atom 4 (C): -0.121

=====

*b*
The following is a DFT calculation (wB97M-V/def2-TZVPD) of C38H42CsF4N9O2P2S3 as an isolated structure.

```
101
Properties=species:S:1:pos:R:3
Cs -1.22 -0.57 0.95
C -1.76 -5.10 1.52
N -0.72 -4.13 1.28
C 0.35 -4.24 2.24
C -0.25 -4.12 -0.08
C -1.31 -3.63 -1.08
N -0.68 -2.62 -1.92
C -1.37 -1.83 -2.70
C -0.69 -0.77 -3.38
F 0.65 -0.63 -3.16
C -1.29 0.09 -4.26
F -0.52 1.04 -4.86
C -2.64 0.04 -4.57
C -3.34 -0.97 -3.92
F -4.66 -1.10 -4.18
C -2.77 -1.85 -3.04
F -3.55 -2.84 -2.54
H -2.59 -4.95 0.83
H -2.15 -4.97 2.53
H -1.38 -6.13 1.39
H 0.88 -5.22 2.18
H -0.06 -4.13 3.25
H 1.09 -3.45 2.09
H 0.16 -5.11 -0.38
H 0.57 -3.40 -0.15
H -2.15 -3.23 -0.50
H -1.73 -4.47 -1.66
H -3.11 0.72 -5.25
C 0.75 -0.99 5.10
P 0.64 0.19 3.71
C 2.38 0.81 3.71
C -0.17 1.61 4.57
C -0.07 2.93 3.80
P -0.68 2.78 2.06
C -0.20 4.45 1.43
C -2.47 3.09 2.34
H 1.34 -1.85 4.79
H -0.26 -1.35 5.32
H 1.21 -0.54 5.99
H 2.70 1.14 4.70
H 2.50 1.64 3.01
H 3.05 0.01 3.37
H 0.27 1.72 5.57
H -1.22 1.33 4.71
H 0.98 3.24 3.75
H -0.61 3.73 4.32
H -0.52 5.25 2.10
H -0.67 4.61 0.46
H 0.88 4.50 1.30
H -2.62 4.00 2.93
H -2.95 2.24 2.81
H -2.97 3.21 1.37
O 1.63 5.52 -4.86
N 2.07 5.03 -3.84
O 3.23 5.17 -3.48
C 1.21 4.09 -3.08
C -0.10 4.14 -3.42
C -1.06 3.34 -2.74
C -2.43 3.39 -3.04
C -3.29 2.60 -2.33
C -2.77 1.79 -1.31
N -1.49 1.74 -1.02
C -0.63 2.47 -1.74
C 0.79 2.36 -1.43
N 1.14 1.44 -0.51
C 2.40 1.32 -0.18
C 3.40 2.13 -0.72
C 3.08 3.06 -1.67
C 1.73 3.20 -2.07
H -0.42 4.82 -4.20
H -2.78 4.05 -3.82
H -4.36 2.59 -2.53
H -3.43 1.17 -0.70
H 2.64 0.56 0.56
H 4.43 1.98 -0.41
H 3.84 3.67 -2.12
S -2.37 -2.28 3.68
C -3.94 -1.73 4.20
C -4.41 -2.31 5.43
N -4.76 -2.78 6.42
C -4.75 -0.84 3.55
S -4.42 0.02 2.07
C -6.02 -0.52 4.15
N -7.05 -0.25 4.60
C 2.13 -3.64 -2.86
C 3.09 -2.67 -2.28
C 3.77 -1.73 -3.00
C 4.60 -0.84 -2.28
N 4.77 -0.89 -0.97
C 4.10 -1.83 -0.25
S 4.22 -1.98 1.40
N 3.28 -2.69 -0.95
C 5.33 0.23 -3.03
H 2.33 -3.79 -3.92
H 1.11 -3.21 -2.72
H 2.17 -4.60 -2.34
H 3.64 -1.64 -4.06
H 2.77 -3.36 -0.38
H 5.83 -0.18 -3.91
H 6.07 0.70 -2.37
H 4.63 0.99 -3.37
```

The HOMO energy is -1.0 eV. Its total charge is -2. The calculation puts the HOMO-LUMO gap at 3.311 eV.

These are the Löwdin partial charges, in e, on atoms 1 to 4: atom 1 (Cs): 0.575, atom 2 (C): -0.116, atom 3 (N): -0.304, atom 4 (C): -0.121

=====

Pick *b*: it beats the second-best structure by 1.526 eV.

=====

*a*
The following is a DFT calculation (wB97M-V/def2-TZVPD) of one molecule with the formula C6H6N2O.

```
15
Properties=species:S:1:pos:R:3
C -1.48 -0.26 0.91
C 1.61 0.54 -0.52
C -2.75 -0.11 0.48
C 1.43 1.54 0.35
C 0.36 -0.21 -0.78
C -0.64 0.57 0.06
N -2.67 0.65 -0.67
N -1.56 1.15 -0.95
O 0.11 1.56 0.78
H -1.10 -0.67 1.78
H 2.48 0.23 -1.06
H -3.63 -0.46 0.85
H 2.14 2.19 0.76
H -0.03 -0.03 -1.70
H 0.26 -1.36 -0.53
```

The HOMO energy is -8.8 eV. The calculation puts the HOMO-LUMO gap at 8.674 eV.

These are the Löwdin partial charges, in e, on atoms 1 to 4: atom 1 (C): 0.030, atom 2 (C): -0.061, atom 3 (C): -0.059, atom 4 (C): -0.072

=====

*b*
The following is a DFT calculation (wB97M-V/def2-TZVPD) of one molecule with the formula C6H6N2O.

```
15
Properties=species:S:1:pos:R:3
C -1.87 0.18 0.44
C -0.38 0.25 0.26
C 0.39 -0.35 -0.87
C 1.73 -0.20 -0.80
C 2.45 0.34 0.27
C 0.39 0.75 1.33
H -2.88 -2.06 -1.42
H -2.16 1.02 1.26
H -0.20 -0.48 -1.71
H 2.41 -0.52 -1.61
H 3.25 0.61 0.51
H 0.17 1.14 2.39
N -2.74 -0.40 -0.13
N 1.78 0.88 1.35
O -2.33 -1.16 -1.26
```

The HOMO energy is -9.5 eV. The calculation puts the HOMO-LUMO gap at 9.720 eV.

These are the Löwdin partial charges, in e, on atoms 1 to 4: atom 1 (C): -0.198, atom 2 (C): -0.134, atom 3 (C): 0.005, atom 4 (C): -0.074

=====

*c*
The following is a DFT calculation (wB97M-V/def2-TZVPD) of one molecule with the formula C6H6N2O.

```
15
Properties=species:S:1:pos:R:3
C 3.49 -0.79 0.02
C 0.55 1.67 -0.01
C 1.92 1.33 0.13
C -0.70 1.09 -0.24
C 2.74 0.33 0.04
C -2.50 -1.82 0.09
N 4.12 -1.82 -0.01
N -1.01 -0.15 -0.08
O -2.32 -0.44 -0.02
H 0.34 2.74 -0.15
H 2.54 2.35 0.18
H -1.53 1.88 -0.38
H -1.47 -2.23 0.25
H -3.01 -2.16 -0.85
H -3.15 -1.97 1.04
```

The HOMO energy (alpha / beta) is -8.7 / -8.2 eV. The calculation puts the HOMO-LUMO gap (alpha / beta) at 6.827 / 7.018 eV.

These are the Löwdin partial charges, in e, on atoms 1 to 4: atom 1 (C): -0.236, atom 2 (C): -0.072, atom 3 (C): -0.140, atom 4 (C): -0.169

=====

Pick *a*: it beats the second-best structure by 1.653 eV.

=====

*a*
The following is a DFT calculation (wB97M-V/def2-TZVPD) of one molecule with the formula C20H20N4O3S.

```
48
Properties=species:S:1:pos:R:3
C 1.62 3.50 1.38
H 1.36 3.89 2.37
H 2.69 3.59 1.23
H 1.10 4.08 0.61
O 1.34 2.13 1.27
C 0.06 1.71 1.48
C -0.14 0.33 1.42
C -1.40 -0.21 1.62
C -2.47 0.63 1.90
C -2.27 2.00 1.96
C -1.02 2.55 1.74
H -0.90 3.62 1.78
H -3.11 2.65 2.17
H -3.45 0.22 2.07
C -1.61 -1.70 1.52
N -0.98 -2.28 0.34
C -1.09 -1.73 -0.88
O -0.41 -2.09 -1.83
C -2.09 -0.65 -1.03
C -1.85 0.57 -1.63
S -3.30 1.46 -1.63
N -4.10 0.21 -0.90
N -3.38 -0.78 -0.65
H -0.93 0.95 -2.02
C -0.06 -3.39 0.52
H -0.06 -3.99 -0.39
H -0.40 -4.00 1.36
C 1.36 -2.87 0.80
O 1.85 -2.86 1.91
N 1.96 -2.41 -0.31
H 1.43 -2.42 -1.18
C 3.23 -1.73 -0.30
C 3.16 -0.28 -0.71
C 4.12 0.61 -0.24
C 4.12 1.93 -0.64
C 3.15 2.39 -1.52
C 2.19 1.52 -1.99
C 2.19 0.19 -1.59
H 1.43 -0.47 -1.99
H 1.43 1.87 -2.68
H 3.15 3.42 -1.83
H 4.88 2.60 -0.27
H 4.87 0.25 0.45
H 3.92 -2.25 -0.97
H 3.61 -1.80 0.73
H -1.15 -2.18 2.39
H -2.68 -1.93 1.52
H 0.71 -0.30 1.22
```

The HOMO energy is -8.7 eV. The calculation puts the HOMO-LUMO gap at 8.867 eV.

These are the Löwdin partial charges, in e, on atoms 1 to 4: atom 1 (C): -0.086, atom 2 (H): 0.098, atom 3 (H): 0.083, atom 4 (H): 0.097

=====

*b*
The following is a DFT calculation (wB97M-V/def2-TZVPD) of one molecule with the formula C20H20N4O3S.

```
48
Properties=species:S:1:pos:R:3
C -7.92 0.23 0.64
C -6.44 0.55 0.47
O -5.75 -0.68 0.37
C -4.40 -0.66 0.22
C -3.63 0.49 0.15
C -2.24 0.39 -0.01
C -1.63 -0.86 -0.10
C -2.41 -2.00 -0.02
C -3.78 -1.91 0.14
H -4.39 -2.79 0.20
H -1.95 -2.97 -0.08
H -0.56 -0.93 -0.22
C -1.50 1.62 -0.07
N -2.03 2.82 -0.08
N -1.06 3.74 -0.16
C 0.07 3.11 -0.24
N -0.13 1.75 -0.18
N 0.82 0.80 -0.03
C 1.99 1.03 -0.47
C 3.04 0.04 -0.21
C 4.27 0.46 0.29
C 5.28 -0.45 0.57
C 5.04 -1.81 0.33
C 3.83 -2.23 -0.17
C 2.81 -1.33 -0.45
O 1.60 -1.66 -0.98
C 1.34 -3.01 -1.27
H 0.34 -3.03 -1.69
H 1.36 -3.62 -0.36
H 2.05 -3.41 -1.99
H 3.68 -3.29 -0.35
H 5.82 -2.51 0.55
O 6.51 -0.14 1.07
C 6.80 1.21 1.34
H 7.81 1.22 1.73
H 6.76 1.83 0.44
H 6.12 1.62 2.09
H 4.41 1.51 0.49
C 2.34 2.27 -1.23
H 3.41 2.41 -1.34
H 1.87 2.25 -2.22
S 1.68 3.75 -0.35
H -4.05 1.48 0.21
H -6.28 1.14 -0.44
H -6.08 1.12 1.34
H -8.07 -0.36 1.54
H -8.49 1.15 0.72
H -8.28 -0.34 -0.21
```

The HOMO energy is -8.1 eV. The calculation puts the HOMO-LUMO gap at 8.004 eV.

These are the Löwdin partial charges, in e, on atoms 1 to 4: atom 1 (C): -0.066, atom 2 (C): -0.260, atom 3 (O): -0.050, atom 4 (C): -0.261

=====

Pick *a*: it beats the second-best structure by 2.102 eV.

=====

*a*
The following is a DFT calculation (wB97M-V/def2-TZVPD) of one molecule with the formula C4H11NOSi.

```
18
Properties=species:S:1:pos:R:3
C -0.74 -0.61 -0.84
C -0.85 -0.33 -2.27
C 0.14 2.02 -0.67
C 1.31 -1.29 1.81
N -0.22 0.36 -0.09
O -1.14 -1.66 -0.41
Si -0.13 -0.12 1.67
H 0.20 -0.58 -2.71
H -1.46 -1.19 -2.83
H -1.11 0.76 -2.56
H 0.68 2.30 0.28
H 0.81 2.08 -1.56
H -0.93 2.32 -0.54
H 0.93 -2.25 1.59
H 2.39 -1.07 1.59
H 1.33 -1.47 2.86
H 0.24 1.07 2.37
H -1.44 -0.33 2.32
```

The HOMO energy is -9.5 eV. The calculation puts the HOMO-LUMO gap at 10.193 eV.

These are the Löwdin partial charges, in e, on atoms 1 to 4: atom 1 (C): -0.752, atom 2 (C): -0.051, atom 3 (C): 0.043, atom 4 (C): -0.229

=====

*b*
The following is a DFT calculation (wB97M-V/def2-TZVPD) of a 2-piece molecular cluster, C4H11NOSi overall.

```
18
Properties=species:S:1:pos:R:3
C -1.66 0.93 1.68
C 1.52 -0.81 1.53
C 0.49 0.39 -2.94
C 0.34 0.04 1.12
N -0.40 0.52 2.01
O -0.09 -0.83 -2.56
Si -1.64 -1.06 -1.93
H -2.22 -0.06 1.70
H -2.05 1.70 2.41
H 1.49 -1.09 2.54
H 2.44 -0.04 1.46
H 1.65 -1.69 0.84
H -0.22 1.03 -3.44
H 1.26 0.20 -3.53
H 0.79 0.87 -2.01
H 0.10 0.13 0.04
H -1.91 1.29 0.70
H -1.15 -2.55 -2.00
```

The HOMO energy is -8.7 eV. The calculation puts the HOMO-LUMO gap at 8.355 eV.

These are the Löwdin partial charges, in e, on atoms 1 to 4: atom 1 (C): -0.203, atom 2 (C): -0.073, atom 3 (C): -0.185, atom 4 (C): -0.257

=====

Pick *a*: it beats the second-best structure by 1.516 eV.

=====

*a*
The following is a DFT calculation (wB97M-V/def2-TZVPD) of a 8-piece molecular cluster, ClH14O7 overall.

```
22
Properties=species:S:1:pos:R:3
Cl -0.66 0.85 -0.47
O -3.38 -2.08 1.36
H -2.79 -1.49 0.89
H -4.24 -1.91 1.00
O 3.61 1.96 0.16
H 2.75 1.58 -0.01
H 4.23 1.28 -0.13
O -2.07 -2.21 -3.06
H -1.80 -1.38 -2.66
H -1.62 -2.22 -3.91
O -1.41 4.80 0.26
H -1.22 4.86 1.20
H -1.32 3.86 0.06
O -0.15 0.00 3.70
H 0.69 0.20 4.11
H -0.02 0.18 2.77
O 1.66 -2.54 1.18
H 1.93 -2.69 2.09
H 1.00 -1.84 1.24
O 1.99 -0.38 -3.19
H 1.56 -0.91 -3.86
H 1.27 0.07 -2.75
```

The HOMO energy is -5.3 eV. Its total charge is -1. The calculation puts the HOMO-LUMO gap at 8.414 eV.

These are the Löwdin partial charges, in e, on atoms 1 to 4: atom 1 (Cl): -0.645, atom 2 (O): -0.066, atom 3 (H): 0.006, atom 4 (H): 0.021

=====

*b*
The following is a DFT calculation (wB97M-V/def2-TZVPD) of a 8-piece molecular cluster, ClH14O7 overall.

```
22
Properties=species:S:1:pos:R:3
Cl 0.21 0.13 0.56
O 2.34 2.43 1.34
H 1.79 1.67 1.19
H 2.99 2.14 1.99
O -0.23 -2.75 -1.66
H -0.77 -3.25 -1.05
H -0.24 -1.86 -1.30
O -1.79 -0.15 -1.89
H -2.49 0.50 -1.93
H -1.29 0.08 -1.11
O 0.06 -2.94 1.88
H -0.54 -3.44 1.32
H -0.06 -2.03 1.61
O -0.51 2.66 -1.96
H -0.20 1.86 -1.55
H -1.18 3.00 -1.36
O 2.33 -2.30 -0.81
H 1.91 -1.58 -0.35
H 1.61 -2.85 -1.13
O -1.24 3.19 2.32
H -0.80 2.34 2.27
H -1.90 3.15 1.62
```

The HOMO energy is -6.6 eV. Its total charge is -1. The calculation puts the HOMO-LUMO gap at 9.794 eV.

These are the Löwdin partial charges, in e, on atoms 1 to 4: atom 1 (Cl): -0.021, atom 2 (O): -0.102, atom 3 (H): -0.125, atom 4 (H): 0.015

=====

Pick *b*: it beats the second-best structure by 0.839 eV.

=====

*a*
The following is a DFT calculation (wB97M-V/def2-TZVPD) of C8H11NO4 as an isolated structure.

```
24
Properties=species:S:1:pos:R:3
C -0.79 0.32 -1.82
C -1.10 -0.18 -3.02
C -1.01 -0.48 -0.55
C 0.28 -0.73 0.26
C 2.04 0.48 2.55
C -0.22 1.64 -1.71
C 0.17 -0.52 1.79
C -0.11 0.97 2.19
N 0.13 2.16 -0.55
O 0.78 3.15 -0.37
O -0.52 1.70 0.99
O 1.42 -0.77 2.41
O 1.02 1.40 2.83
H -0.96 0.40 -3.92
H -1.51 -1.17 -3.14
H -1.73 0.07 0.08
H -1.47 -1.43 -0.82
H 0.60 -1.77 0.12
H 1.09 -0.10 -0.10
H 2.74 0.45 3.39
H 2.58 0.77 1.63
H 0.10 2.21 -2.57
H -0.56 -1.20 2.23
H -1.00 1.15 2.80
```

The HOMO energy is -8.7 eV. The calculation puts the HOMO-LUMO gap at 8.330 eV.

These are the Löwdin partial charges, in e, on atoms 1 to 4: atom 1 (C): -0.294, atom 2 (C): 0.071, atom 3 (C): -0.137, atom 4 (C): -0.105

=====

*b*
The following is a DFT calculation (wB97M-V/def2-TZVPD) of C8H11NO4 as an isolated structure.

```
24
Properties=species:S:1:pos:R:3
C 2.66 -0.80 0.43
C 2.10 0.45 1.03
C 0.71 1.09 -1.11
C -1.30 1.39 -0.13
C -2.61 1.10 0.19
C -2.92 -0.23 0.24
C -1.93 -1.22 0.01
C -0.49 -0.99 -0.41
H 3.61 -1.41 -1.07
H 1.94 -1.24 -0.21
H 2.98 -1.78 1.10
H 1.25 -0.25 1.67
H 2.64 0.82 2.01
H 0.29 2.25 -1.46
H 1.31 0.60 -2.06
H -0.49 2.29 -0.24
H -3.22 1.90 0.87
H -5.39 -0.27 0.02
H -2.38 -2.29 0.27
N -0.49 0.44 -0.71
O 3.95 -0.67 -0.10
O 1.57 1.44 0.13
O -4.19 -0.90 0.24
O 0.40 -1.72 -0.71
```

The HOMO energy is -8.7 eV. The calculation puts the HOMO-LUMO gap at 8.038 eV.

These are the Löwdin partial charges, in e, on atoms 1 to 4: atom 1 (C): -0.400, atom 2 (C): -0.200, atom 3 (C): -0.124, atom 4 (C): -0.063

=====

Pick *a*: it beats the second-best structure by 4.365 eV.